[1]
C25H19BrN3RuSe2 | ωB97M-V/def2-TZVPD

```
! wB97M-V def2-TZVPD RIJCOSX def2/J DEFGRID3
* xyz 3 5
Ru 0.1666 -0.9595 -0.2183
Se 1.0399 -3.4614 -0.6667
Se 3.2414 -2.6856 -0.5045
C 3.0107 -1.1382 -1.6188
C 4.0498 -0.8475 -2.4799
C 4.0267 0.3581 -3.1714
C 2.9744 1.2327 -2.9628
C 1.9647 0.8567 -2.1004
N 1.9518 -0.3217 -1.4524
C 0.5967 -3.3370 1.2084
C 0.5538 -4.4022 2.0685
C 0.1652 -4.1424 3.3847
C -0.1560 -2.8494 3.7656
C -0.0914 -1.8307 2.8312
N 0.2811 -2.0810 1.5679
H 4.8643 -1.5481 -2.6070
H 4.8307 0.6101 -3.8515
H 2.9354 2.1955 -3.4532
H 1.1540 1.5337 -1.8770
H 0.8127 -5.3983 1.7356
H 0.1112 -4.9529 4.1008
H -0.4597 -2.6253 4.7787
H -0.3317 -0.8061 3.0804
C -2.6735 3.4838 2.0094
C -3.0128 2.3439 1.3060
C -2.0274 1.4273 0.9196
C -0.6770 1.6318 1.2296
C 0.3621 0.7286 0.8642
C 1.6823 0.9651 1.3201
C 1.9931 2.0878 2.0534
C 0.9886 3.0180 2.3743
C -0.3351 2.7970 1.9814
C -1.3381 3.7111 2.3507
H -3.4365 4.1917 2.3052
H -4.0488 2.1552 1.0569
H -2.3256 0.5345 0.3872
H 2.4728 0.2632 1.0910
H 3.0102 2.2573 2.3834
H 1.2340 3.9033 2.9494
H -1.0646 4.5960 2.9139
Br -2.4468 -2.4032 -0.3362
C -2.4574 -1.1797 -1.7739
C -3.5239 -1.1424 -2.6368
C -3.4778 -0.1936 -3.6509
C -2.3840 0.6543 -3.7354
C -1.3625 0.5282 -2.8185
N -1.3804 -0.3899 -1.8306
H -4.3553 -1.8244 -2.5259
H -4.2914 -0.1222 -4.3617
H -2.3153 1.4067 -4.5083
H -0.5015 1.1711 -2.8752
*
```

Properties
F_max in eV/Å: 0.31
Kohn-Sham gap (alpha / beta) in Eh: 0.2930 / 0.2080
DFT total energy in eV: -233992.8759
<S²>: 6.044
Energy relative to the best compared isomer or geometry (same formula, charge and spin) in kJ/mol: 0.0
HOMO (alpha / beta) in eV: -17.4 / -17.5

Mulliken atomic charge list, values in e, 2 entries: number 1, Ru, carries 0.24; number 2, Se, carries 0.05

---

[2]
C34H48N7NaO11P2S | ωB97M-V/def2-TZVPD

```
! wB97M-V def2-TZVPD RIJCOSX def2/J DEFGRID3
* xyz -2 1
Na 0.0668 -0.6858 -1.0263
C 3.6919 -3.6670 0.3788
C 2.4748 -2.9051 -0.0586
N 2.2980 -1.6515 0.0949
N 3.3337 -0.9026 0.5881
C 3.5728 -0.8681 1.8587
N 4.6534 -0.0465 2.2144
S 2.8308 -1.7805 3.1325
C 1.3776 -3.6593 -0.7252
C 1.1728 -5.0114 -0.4398
C 0.1275 -5.6826 -1.0469
C -0.6874 -4.9979 -1.9348
C -0.4032 -3.6614 -2.1710
N 0.6010 -3.0091 -1.5987
H 4.4534 -2.9754 0.7278
H 4.0861 -4.2689 -0.4457
H 3.4523 -4.3336 1.2098
H 4.7886 0.7206 1.5681
H 4.5909 0.2432 3.1770
H 1.8149 -5.5137 0.2694
H -0.0529 -6.7279 -0.8236
H -1.5212 -5.4777 -2.4302
H -1.0191 -3.0800 -2.8505
O 5.9655 1.9807 -5.0024
C 4.7624 2.2559 -5.2282
O 4.2760 3.1072 -5.9904
C 3.7490 1.4330 -4.3943
C 4.1171 0.2267 -3.8046
C 3.1978 -0.4528 -3.0185
N 1.9859 0.0208 -2.7348
C 1.6341 1.1867 -3.2892
C 2.4640 1.8973 -4.1491
C 0.2865 1.7581 -2.8539
O -0.3337 2.4804 -3.6496
O -0.0671 1.4433 -1.6781
H 5.1189 -0.1506 -3.9618
H 3.4520 -1.4021 -2.5567
H 2.1257 2.8200 -4.5987
C -4.0276 2.8074 -2.7364
C -2.9005 2.4554 -1.7948
C -2.1857 3.6538 -1.2275
O -3.4949 1.6998 -0.6674
P -3.0400 0.2404 -0.2923
O -2.3855 -0.5781 -1.3203
C -1.9908 0.4263 1.1770
P -1.4106 -1.1577 1.8290
O -0.6494 -1.9352 0.8426
O -2.7749 -1.8647 2.2784
C -2.9128 -3.2947 2.0773
C -3.4635 -3.5635 0.6921
C -3.8154 -3.7928 3.1863
O -0.6131 -0.9382 3.1461
C -0.4221 0.0870 4.1359
C 0.2627 1.2992 3.5424
C -1.7315 0.3918 4.8412
O -4.3926 -0.4428 0.1910
C -5.5618 0.1216 0.8016
C -5.2271 1.0157 1.9820
C -6.4331 0.8114 -0.2333
H -3.6043 3.3135 -3.6047
H -4.7535 3.4712 -2.2570
H -4.5413 1.9082 -3.0798
H -2.1734 1.8130 -2.2808
H -2.8811 4.3178 -0.7049
H -1.7091 4.1860 -2.0513
H -1.3889 3.3332 -0.5572
H -2.5099 1.0041 1.9408
H -1.1164 1.0023 0.8497
H -1.9227 -3.7473 2.1682
H -4.4553 -3.1202 0.5847
H -3.5315 -4.6414 0.5261
H -2.8081 -3.1344 -0.0653
H -4.7894 -3.3020 3.1252
H -3.3791 -3.5824 4.1630
H -3.9634 -4.8702 3.0932
H 0.2709 -0.3887 4.8302
H -0.4086 1.8938 2.9207
H 1.1203 0.9866 2.9479
H 0.6249 1.9389 4.3500
H -2.4411 0.8836 4.1707
H -1.5441 1.0661 5.6791
H -2.1912 -0.5216 5.2205
H -6.0910 -0.7595 1.1745
H -4.6848 1.9037 1.6524
H -4.6289 0.4708 2.7136
H -6.1499 1.3421 2.4652
H -5.9653 1.7286 -0.5864
H -7.4023 1.0524 0.2097
H -6.5947 0.1533 -1.0873
N 6.2448 2.6858 -2.0302
C 6.0305 3.3316 -0.8773
O 6.8604 4.0635 -0.3461
C 4.6900 3.0982 -0.2195
C 4.3437 3.8998 0.8662
C 3.1280 3.6879 1.4835
N 2.2487 2.7547 1.1032
C 2.5883 1.9908 0.0700
C 3.7921 2.1247 -0.6181
H 7.1052 2.8181 -2.5341
H 5.5542 2.1228 -2.4978
H 5.0319 4.6602 1.2082
H 2.8357 4.2953 2.3357
H 1.8871 1.2304 -0.2437
H 4.0051 1.4303 -1.4200
*
```

Properties
F_max in eV/Å: 0.68
Kohn-Sham gap in Eh: 0.2041
DFT total energy in eV: -102831.2313
Energy relative to the best compared isomer or geometry (same formula, charge and spin) in kJ/mol: 0.0
HOMO in eV: -2.3

Mulliken atomic charge list, values in e, 2 entries: number 1, Na, carries 0.63; number 2, C, carries -2.02

---

[3]
C5H7NO | ωB97M-V/def2-TZVPD

```
! wB97M-V def2-TZVPD RIJCOSX def2/J DEFGRID3
* xyz 0 1
C 2.5480 0.2946 -0.9244
C 1.3025 0.2781 -0.5286
C 0.0767 0.2921 -0.1210
C -1.0895 0.9357 0.4200
C -2.0507 0.1927 -0.4085
N -0.9969 -0.5704 0.2947
H 3.3704 0.2302 -0.2143
H 2.8067 0.3720 -1.9780
H -1.2246 1.4342 1.3719
H -1.9876 0.2622 -1.4934
H -3.0426 0.0193 0.0031
O -0.0356 -1.2708 2.9301
H 0.8979 -1.1948 2.7035
H -0.4822 -1.3574 2.0721
*
```

Properties
F_max in eV/Å: 0.39
Kohn-Sham gap in Eh: 0.3814
DFT total energy in eV: -8831.5295
Energy relative to the best compared isomer or geometry (same formula, charge and spin) in kJ/mol: 450.9
HOMO in eV: -9.4

Mulliken atomic charge list, values in e, 2 entries: number 1, C, carries -1.13; number 2, C, carries 0.27

---

[4]
C23H13Cl4IIrN4O6S | ωB97M-V/def2-TZVPD

```
! wB97M-V def2-TZVPD RIJCOSX def2/J DEFGRID3
* xyz -1 1
Ir -1.4498 0.9788 0.6167
N 3.6270 -0.9638 -5.1186
C 3.3295 -0.4149 -3.8866
C 3.8969 0.7953 -3.4809
C 3.5603 1.3485 -2.2587
C 2.6503 0.7073 -1.4457
C 2.0450 -0.4680 -1.8502
C 2.3828 -1.0315 -3.0622
S 2.2081 1.2554 0.1920
O 2.9953 2.3855 0.6058
O 2.2727 0.0888 1.0312
N 0.6124 1.6475 0.0241
C 0.2762 2.8972 -0.2543
N -1.0476 3.1532 -0.0383
C -1.4525 4.4040 -0.0926
C -0.5815 5.4360 -0.4137
C 0.7083 5.0572 -0.7672
N 1.1295 3.8144 -0.7114
H 4.4956 -0.6831 -5.5452
H 3.4053 -1.9413 -5.2172
H 4.6144 1.2790 -4.1280
H 3.9983 2.2744 -1.9246
H 1.3177 -0.9204 -1.1944
H 1.9337 -1.9619 -3.3778
H -2.4959 4.5869 0.1301
H -0.8986 6.4640 -0.4201
H 1.4405 5.7782 -1.1101
Cl -5.3282 -4.7196 0.5700
C -4.8878 -3.0746 0.3557
C -5.8617 -2.0751 0.4753
Cl -7.5004 -2.5226 0.7364
C -5.5062 -0.7385 0.3827
Cl -6.7080 0.4842 0.5230
C -4.1549 -0.3478 0.2453
O -3.7405 0.8470 0.3351
C -3.1744 -1.3964 -0.0346
O -1.9906 -1.0308 -0.3358
C -3.5767 -2.7393 0.0580
Cl -2.3847 -3.9584 -0.1602
I 3.1790 -4.5791 1.6957
C 1.8371 -3.0827 2.3413
C 1.8424 -2.6991 3.6684
C 0.9760 -1.7061 4.0886
C 0.1290 -1.0882 3.1748
C 0.1442 -1.5016 1.8554
C 0.9803 -2.5133 1.4253
C -0.8027 0.0198 3.6506
O -0.8147 0.2941 4.8414
O -1.5579 0.5755 2.7861
H 2.5123 -3.1741 4.3689
H 0.9560 -1.3978 5.1231
H -0.5034 -1.0169 1.1344
H 0.9626 -2.8274 0.3919
*
```

Properties
F_max in eV/Å: 3.03
Kohn-Sham gap (alpha / beta) in Eh: 0.1935 / 0.1880
DFT total energy in eV: -114171.6364
HOMO (alpha / beta) in eV: -4.9 / -4.9

Mulliken atomic charge list, values in e, 2 entries: number 1, Ir, carries 1.66; number 2, N, carries -0.55

---

[5]
C40H44BrClFIN4O8P2Sn | ωB97M-V/def2-TZVPD

```
! wB97M-V def2-TZVPD RIJCOSX def2/J DEFGRID3
* xyz -2 1
Sn -4.0096 -0.9995 -20.5891
O -0.9887 0.6105 -19.2907
C -1.2951 0.3178 -20.4135
O -1.9213 -0.7914 -20.7704
C -0.8498 1.3419 -21.4523
C 0.0875 2.3691 -21.0693
C 0.5582 3.3376 -21.9376
C -0.1004 3.4850 -23.1780
C -1.0205 2.4894 -23.5631
C -1.4269 1.4532 -22.7185
P -2.4935 0.1370 -23.4845
C -3.2810 0.8717 -24.9581
C -3.4647 0.0382 -26.0550
C -4.2823 0.4773 -27.0792
C -4.9121 1.7379 -26.9920
C -4.8317 2.4611 -25.8473
C -3.9651 2.0699 -24.8510
C -1.2465 -1.0448 -24.1265
C -0.4301 -0.7612 -25.3031
C 0.4472 -1.7553 -25.7460
C 0.6842 -2.9029 -24.9943
C 0.0386 -3.0356 -23.7747
C -0.9478 -2.1665 -23.3520
H 0.4699 2.3026 -20.0188
H 1.3055 4.0294 -21.5737
H 0.2059 4.3170 -23.8041
H -1.4388 2.4611 -24.5744
H -2.9698 -0.8967 -26.1997
H -4.4016 -0.0622 -27.9607
H -5.5832 1.9948 -27.8642
H -5.3327 3.3898 -25.6765
H -3.7957 2.6963 -23.9719
H -0.2979 0.3117 -25.6716
H 0.9672 -1.6361 -26.6218
H 1.5256 -3.5025 -25.3853
H 0.2658 -3.9841 -23.2331
H -1.5044 -2.3980 -22.4332
N -3.3269 -0.2709 -18.2136
C -2.5303 -1.3115 -17.5624
C -3.0119 -2.7337 -17.7952
C -4.2782 -3.0509 -17.0815
C -4.6703 -4.5028 -17.0960
N -5.0893 -5.1672 -18.3187
H -2.7922 0.5916 -18.2277
H -4.1950 -0.0601 -17.7234
H -2.4869 -1.1393 -16.4541
H -1.5187 -1.0752 -17.9110
H -2.1566 -3.3855 -17.4489
H -3.1550 -2.9972 -18.9091
H -5.1308 -2.4348 -17.3960
H -4.2141 -2.6425 -16.0742
H -5.4804 -4.6535 -16.3778
H -3.8771 -5.1482 -16.7444
H -5.9563 -4.7668 -18.7098
H -4.4632 -5.0473 -19.0860
Br -11.5627 1.4090 -15.9533
C -10.5595 1.3290 -17.6688
C -10.6494 2.4258 -18.4998
C -9.8106 2.5433 -19.6289
C -8.9248 1.4795 -19.8951
C -8.9690 0.3313 -19.1036
C -9.7842 0.2644 -17.9590
I -10.0811 -1.9109 -16.7769
H -11.3444 3.2632 -18.2489
H -9.7393 3.4966 -20.0931
H -8.2566 1.5176 -20.7144
H -8.3783 -0.5892 -19.4876
F -4.1062 1.0227 -20.4187
C -6.0742 -0.8530 -24.5000
P -6.7616 -0.6374 -22.7629
C -8.2317 0.3166 -23.3409
C -7.2875 -2.3327 -22.4495
H -6.6872 -1.4307 -25.0864
H -5.1075 -1.3567 -24.3292
H -5.9413 0.1808 -24.7639
H -8.7074 -0.1798 -24.2027
H -7.7428 1.1923 -23.6934
H -9.0944 0.5764 -22.7476
H -7.6000 -2.8085 -23.4200
H -8.0611 -2.2745 -21.6860
H -6.4065 -2.8297 -21.9976
Cl -9.2892 -5.1156 -16.0746
C -10.6617 -3.9411 -15.8296
H -10.6484 -3.7697 -14.7309
H -11.6066 -4.4813 -16.0553
O -2.9751 -4.1551 -21.5690
C -3.6072 -3.9097 -22.6083
O -4.1625 -2.8497 -23.0317
C -3.5996 -5.0931 -23.6062
C -3.1888 -6.3490 -23.1566
C -2.9948 -7.3271 -24.1436
C -3.1964 -7.0584 -25.5434
C -3.5692 -5.7858 -25.9292
C -3.7022 -4.7869 -24.9704
N -3.6456 -5.5401 -27.3461
O -3.4716 -6.5314 -28.1160
O -4.0935 -4.5194 -27.7629
N -2.2432 -8.6324 -23.8441
O -1.7121 -8.7448 -22.7389
O -2.2125 -9.4528 -24.7385
H -3.0731 -6.5246 -22.1284
H -2.8265 -7.7803 -26.2139
H -3.7680 -3.6778 -25.1681
*
```

Properties
F_max in eV/Å: 4.05
Kohn-Sham gap in Eh: 0.1761
DFT total energy in eV: -182322.6918
Energy relative to the best compared isomer or geometry (same formula, charge and spin) in kJ/mol: 265.5
HOMO in eV: -2.3

Mulliken atomic charge list, values in e, 2 entries: number 1, Sn, carries 1.56; number 2, O, carries -0.77

---

[6]
C8H9BClNO3 | ωB97M-V/def2-TZVPD

```
! wB97M-V def2-TZVPD RIJCOSX def2/J DEFGRID3
* xyz 0 1
O 2.4363 -0.1976 -0.8126
C 1.9792 -1.3407 -1.0405
C 2.8832 -2.4120 -1.5483
Cl 2.0586 -3.4443 -2.8365
N 0.6733 -1.7104 -0.7244
C -0.3884 -0.7775 -0.3859
C -1.7904 -1.1434 -0.3662
C -2.6949 -0.2873 0.3061
C -2.1908 0.8215 0.9688
C -0.8584 1.2520 0.9176
B -0.5877 2.6827 1.4747
O -1.1237 3.1422 2.6754
O 0.1526 3.5482 0.7166
C 0.0141 0.4504 0.2520
H 3.7626 -1.9446 -2.0165
H 3.1738 -3.1129 -0.7630
H 0.4054 -2.6934 -0.9014
H -2.1381 -2.0185 -0.8792
H -3.6500 -0.5782 0.6132
H -2.8479 1.4573 1.6130
H -0.9096 4.1101 2.7550
H 0.5844 3.4977 -0.1869
H 1.0564 0.6984 0.1693
*
```

Properties
F_max in eV/Å: 2.92
Kohn-Sham gap in Eh: 0.3369
DFT total energy in eV: -29276.0418
Energy relative to the best compared isomer or geometry (same formula, charge and spin) in kJ/mol: 26.5
HOMO in eV: -8.6

Mulliken atomic charge list, values in e, 2 entries: number 1, O, carries -0.65; number 2, C, carries 0.58

---

[7]
C2H9NO2 | ωB97M-V/def2-TZVPD

```
! wB97M-V def2-TZVPD RIJCOSX def2/J DEFGRID3
* xyz 0 1
C 0.7156 1.4048 -0.7943
N -0.6249 0.7752 -0.5217
C -0.9026 0.6517 0.8666
O -0.1698 -0.4527 1.4857
H 0.7800 2.3060 -0.2025
H 0.6735 1.7234 -1.8363
H 1.4205 0.5856 -0.6929
H -0.8438 -0.0072 -1.0914
H -0.6623 1.5509 1.4218
H -1.9331 0.3210 0.9709
H 0.7383 -0.1931 1.5710
O 0.7959 -2.1056 -0.9063
H 0.1746 -2.2350 -0.1550
H 0.3176 -1.6100 -1.5704
*
```

Properties
F_max in eV/Å: 2.98
Kohn-Sham gap in Eh: 0.3680
DFT total energy in eV: -7804.2500
Energy relative to the best compared isomer or geometry (same formula, charge and spin) in kJ/mol: 45.9
HOMO in eV: -9.1

Mulliken atomic charge list, values in e, 2 entries: number 1, C, carries -0.91; number 2, N, carries -0.28

---

[8]
C11H21Cl13 | ωB97M-V/def2-TZVPD

```
! wB97M-V def2-TZVPD RIJCOSX def2/J DEFGRID3
* xyz 0 1
Cl -1.1865 0.7845 -1.8227
C -1.8811 -0.2484 -0.5570
Cl -3.6131 -0.4216 -0.8025
Cl -1.6087 0.4756 1.0476
H -1.3659 -1.1993 -0.5616
Cl 0.0083 -4.4749 -4.8769
C -0.9568 -4.8220 -3.4188
C -1.0254 -3.5374 -2.6359
Cl -2.1547 -3.6818 -1.2211
H -0.4862 -5.6435 -2.8827
H -1.9233 -5.1835 -3.7591
H -1.4851 -2.7801 -3.2648
H -0.0815 -3.2048 -2.2204
Cl -5.3821 2.1121 0.0367
C -4.3667 3.4444 -0.5490
C -2.9454 2.9538 -0.4055
Cl -1.6521 4.1254 -0.8296
H -4.5903 4.3836 -0.0507
H -4.6293 3.5936 -1.5956
H -2.7545 2.0687 -1.0077
H -2.7012 2.6656 0.6152
Cl -0.2279 1.2175 5.4829
C 0.0986 -0.0476 4.2973
C 1.5346 0.0048 3.8165
Cl 2.0618 -1.5786 3.2440
H -0.5858 0.0796 3.4617
H -0.1240 -0.9892 4.7900
H 2.2108 0.3092 4.6175
H 1.7304 0.7680 3.0623
Cl 1.3349 -1.2267 -0.6938
C 2.8799 -2.0944 -0.4937
C 4.0276 -1.1191 -0.4892
Cl 3.9787 -0.0989 0.9598
H 2.9743 -2.7964 -1.3200
H 2.8420 -2.6479 0.4412
H 4.0682 -0.5268 -1.4003
H 4.9729 -1.6558 -0.4069
Cl 3.1194 2.2193 -1.2995
C 1.5260 2.2388 -0.4822
C 1.7054 3.0313 0.7844
Cl 0.3003 2.8637 1.8885
H 1.2601 1.2037 -0.2582
H 0.7367 2.5923 -1.1394
H 1.7762 4.0899 0.5377
H 2.5804 2.7531 1.3614
*
```

Properties
F_max in eV/Å: 1.19
Kohn-Sham gap in Eh: 0.3923
DFT total energy in eV: -174539.9180
Energy relative to the best compared isomer or geometry (same formula, charge and spin) in kJ/mol: 9.8
HOMO in eV: -10.3

Mulliken atomic charge list, values in e, 2 entries: number 1, Cl, carries -0.13; number 2, C, carries 0.24